Density functional theory data (wB97M-V/def2-TZVPD) for an isolated molecule of C2H3NOS2 at a distorted geometry.

CARTESIAN COORDINATES (ANGSTROEM)
O  0.157  2.530  -0.261
C  0.085  1.342  -0.238
N  -0.985  0.698  0.292
S  -1.151  -0.991  0.138
C  0.621  -1.281  -0.010
S  1.394  0.153  -0.817
H  -1.779  1.295  0.479
H  1.044  -1.523  1.002
H  0.614  -2.223  -0.586

The calculation puts the total energy at -1004.37109 a.u. As for the spin multiplicity: 1. The calculation puts the max |F| at 1.3 eV Å⁻¹. The SMILES is O=C1NSCS1. As for the energy above the lowest of the compared OMol25 structures with the same formula, charge and spin: 10.3 kcal/mol. The HOMO-LUMO gap is 0.33544 Eh.

Here are the natural (NBO) charges for atoms 1 to 4, given in e: -0.5745, 0.5618, -0.7960, 0.4253